# 1
{"formula": "C28H27AgN8", "method": "wB97M-V/def2-TZVPD", "molar_mass_g_mol": 583.4, "homo_lumo_gap_ev": 6.6, "e_homo_ha": -0.245, "species": ["Ag", "C", "C", "C", "C", "C", "C", "C", "N", "C", "N", "C", "C", "C", "C", "C", "C", "C", "N", "C", "C", "C", "C", "C", "C", "C", "H", "H", "H", "H", "H", "H", "H", "H", "H", "H", "H", "H", "H", "H", "H", "H", "H", "H", "H", "H", "H", "H", "N", "C", "N", "C", "N", "C", "C", "N", "C", "C", "N", "H", "H", "H", "H", "H"], "xyz": [[-0.2619, 0.1242, 0.0882], [5.3925, -0.7377, -4.4863], [5.0928, -2.0194, -3.7595], [5.8646, -3.1574, -3.9545], [5.5953, -4.3448, -3.2876], [4.5432, -4.3885, -2.3864], [3.7667, -3.2609, -2.1589], [4.0246, -2.0825, -2.8554], [3.2582, -0.9071, -2.6729], [2.0499, -0.8460, -1.9631], [1.1728, -1.7940, -2.3692], [-0.0506, -2.3451, -1.8433], [-0.7726, -1.7670, -0.8015], [-1.9278, -2.4662, -0.4213], [-2.3481, -3.6392, -1.0310], [-1.5996, -4.1641, -2.0755], [-0.4406, -3.5312, -2.4967], [0.3538, -4.1259, -3.6354], [1.8282, 0.0647, -1.0818], [2.8957, 0.8851, -0.6624], [3.9311, 0.3692, 0.1177], [4.9551, 1.1881, 0.5711], [4.9506, 2.5399, 0.2546], [3.9129, 3.0556, -0.5101], [2.8770, 2.2501, -0.9746], [1.7434, 2.8193, -1.7839], [6.1722, -0.8874, -5.2315], [5.7412, 0.0443, -3.8040], [4.5022, -0.3527, -4.9882], [6.6908, -3.1097, -4.6550], [6.2010, -5.2224, -3.4704], [4.3247, -5.3003, -1.8452], [2.9582, -3.2973, -1.4400], [3.8075, -0.0667, -2.5699], [1.5050, -2.2675, -3.1916], [-2.5359, -2.0705, 0.3855], [-3.2524, -4.1393, -0.7039], [-1.9085, -5.0787, -2.5698], [-0.1116, -5.0499, -3.9759], [1.3823, -4.3681, -3.3504], [0.4042, -3.4563, -4.5014], [3.9179, -0.6875, 0.3605], [5.7538, 0.7695, 1.1705], [5.7443, 3.1883, 0.6027], [3.9039, 4.1113, -0.7597], [1.8930, 3.8841, -1.9629], [0.7910, 2.6799, -1.2654], [1.6449, 2.3167, -2.7483], [-0.5126, 1.5189, 4.3674], [0.1660, 0.7480, 3.5072], [-0.1628, 1.0731, 2.2775], [-1.0723, 2.0669, 2.4522], [-1.3216, 2.3705, 3.7053], [-1.7397, 2.7267, 1.3079], [-2.5792, 3.8223, 1.4806], [-3.1846, 4.4006, 0.4500], [-2.9448, 3.8808, -0.7493], [-2.1069, 2.7876, -0.9230], [-1.5071, 2.2108, 0.1103], [-0.4918, 1.5188, 5.3734], [0.8727, -0.0092, 3.8049], [-2.7542, 4.2247, 2.4704], [-3.4330, 4.3416, -1.5994], [-1.9205, 2.3619, -1.9012]], "forces_ev_per_a": [[-0.035, -0.427, -0.156], [0.008, -0.004, -0.016], [0.035, -0.004, -0.014], [0.011, -0.001, -0.010], [-0.052, 0.060, 0.000], [0.002, 0.007, 0.004], [0.035, -0.024, 0.013], [-0.010, 0.057, 0.007], [-0.020, 0.016, 0.043], [0.031, -0.280, 0.075], [-0.247, 0.142, -0.057], [0.313, -0.031, -0.137], [-0.037, 0.205, 0.077], [-0.065, -0.084, 0.000], [0.076, 0.031, -0.041], [-0.019, 0.015, 0.041], [-0.009, -0.050, 0.002], [0.007, -0.023, -0.002], [0.094, 0.239, 0.015], [-0.060, -0.073, 0.049], [0.072, 0.001, -0.003], [-0.034, 0.013, -0.025], [-0.040, -0.052, -0.007], [-0.027, -0.009, -0.019], [-0.027, 0.100, -0.014], [0.030, -0.005, -0.001], [-0.008, -0.018, 0.009], [-0.011, -0.014, 0.008], [0.005, -0.008, 0.005], [-0.013, -0.002, 0.006], [0.002, 0.009, 0.012], [-0.002, 0.007, 0.000], [0.021, -0.009, -0.012], [0.025, -0.013, -0.014], [-0.030, -0.019, 0.012], [0.000, -0.006, -0.001], [0.005, 0.003, 0.000], [-0.010, 0.010, 0.003], [-0.012, 0.011, 0.005], [-0.021, 0.007, 0.010], [-0.014, 0.005, 0.009], [0.006, 0.012, 0.003], [-0.004, -0.002, -0.001], [-0.006, -0.006, -0.004], [-0.007, -0.016, 0.013], [-0.006, -0.004, 0.006], [0.048, -0.011, 0.010], [0.017, -0.007, 0.006], [-0.070, 0.037, 0.001], [0.046, 0.042, -0.073], [0.013, 0.027, 0.144], [-0.234, 0.205, -0.348], [0.152, -0.068, 0.138], [0.080, -0.060, 0.488], [-0.042, 0.030, -0.103], [0.028, 0.009, 0.130], [0.053, -0.087, -0.061], [-0.096, 0.057, -0.041], [0.102, 0.028, -0.137], [-0.003, 0.001, -0.033], [-0.025, 0.000, -0.014], [-0.019, 0.020, -0.024], [-0.002, 0.006, 0.016], [-0.002, 0.003, 0.004]]}

---

# 2
{"formula": "C28H27AsCeN4S", "method": "wB97M-V/def2-TZVPD", "molar_mass_g_mol": 666.7, "homo_lumo_gap_ev": [5.3, 5.3], "charge": 2, "e_homo_ha": [-0.482, -0.482], "species": ["Ce", "C", "C", "C", "C", "C", "C", "N", "C", "C", "C", "C", "C", "C", "N", "N", "C", "C", "C", "C", "C", "N", "H", "H", "H", "H", "H", "H", "H", "H", "H", "H", "H", "H", "H", "C", "C", "C", "C", "C", "C", "C", "C", "H", "H", "H", "H", "H", "C", "As", "C", "C", "S", "H", "H", "H", "H", "H", "H", "H", "H", "H"], "xyz": [[-11.7569, -4.3263, 15.0096], [-14.7956, -8.0462, 13.1517], [-13.9138, -8.0562, 14.2742], [-13.8342, -6.8826, 14.9951], [-14.5435, -5.7034, 14.6875], [-15.5454, -5.7954, 13.7173], [-15.6909, -6.9729, 13.0189], [-14.1201, -4.4776, 15.2792], [-14.8103, -3.4737, 15.8999], [-16.1594, -3.5058, 16.2516], [-16.6707, -2.6519, 17.2155], [-15.9719, -1.5223, 17.6160], [-14.6666, -1.3425, 17.1162], [-14.0586, -2.3400, 16.2988], [-12.7273, -2.3007, 16.0672], [-11.9358, -1.4017, 16.6524], [-10.7062, -1.3719, 16.1330], [-9.7003, -0.5280, 16.7406], [-8.4226, -0.5580, 16.2348], [-8.0729, -1.5300, 15.2883], [-9.0424, -2.3397, 14.8040], [-10.3397, -2.2728, 15.1950], [-14.7823, -8.8568, 12.4101], [-13.4346, -8.9588, 14.5528], [-13.1451, -6.7899, 15.8444], [-16.0796, -4.8636, 13.4372], [-16.4104, -7.0728, 12.1637], [-16.8008, -4.3689, 15.9536], [-17.6202, -2.7797, 17.6984], [-16.3050, -0.7921, 18.3634], [-14.0397, -0.4957, 17.4063], [-9.9851, 0.0174, 17.6576], [-7.6826, 0.1960, 16.5598], [-7.0640, -1.6815, 14.9592], [-8.8258, -3.1190, 14.1069], [-10.3999, -5.6885, 15.9858], [-10.4950, -6.1402, 17.1408], [-10.3728, -6.7558, 18.4315], [-9.4222, -7.7923, 18.6168], [-9.3510, -8.4817, 19.8356], [-10.1854, -8.1305, 20.8735], [-11.0844, -7.1013, 20.7357], [-11.2425, -6.4540, 19.4956], [-8.7978, -8.0334, 17.8066], [-8.6122, -9.2986, 19.9767], [-10.0751, -8.6453, 21.7919], [-11.5833, -6.6587, 21.5913], [-12.0187, -5.7965, 19.2682], [-11.0522, -1.5144, 11.6017], [-11.8522, -3.3153, 11.2981], [-11.3009, -3.9497, 9.5117], [-13.8021, -3.2784, 11.2781], [-10.9876, -4.9514, 12.4707], [-10.4108, -1.5804, 12.4933], [-11.8174, -0.7216, 11.7343], [-10.3779, -1.2509, 10.7386], [-10.9909, -3.2078, 8.7193], [-12.2436, -4.4362, 9.1428], [-10.4970, -4.7480, 9.6769], [-14.2655, -3.1511, 10.2674], [-14.0940, -2.4296, 11.8555], [-14.1495, -4.1894, 11.7470]], "forces_ev_per_a": [[-1.497, 0.141, -0.642], [0.342, 0.013, 1.246], [-1.899, 0.844, -1.855], [1.037, 1.033, 1.045], [-0.487, -0.059, -0.072], [0.068, 1.368, 0.061], [-0.019, -0.952, -2.187], [1.754, -0.050, -0.041], [0.075, -0.862, -0.937], [-1.545, -1.477, 0.608], [0.052, 0.209, -0.522], [3.006, 1.330, -0.105], [-1.230, -0.090, 0.709], [-0.135, 1.445, 1.624], [1.767, 0.983, 0.524], [-4.071, -1.065, -0.630], [3.659, -0.320, 0.475], [-1.647, -0.596, -0.029], [0.529, 0.608, 0.140], [0.223, 0.705, 0.258], [-1.126, -0.411, 0.296], [-0.004, -0.107, -0.271], [-0.287, 0.252, 0.647], [0.796, -0.455, 0.178], [-0.209, -0.382, -0.044], [0.038, -0.900, 0.254], [0.577, 0.429, 1.057], [0.813, 0.715, 0.172], [-0.503, -0.488, -0.312], [-0.268, -0.497, -0.477], [-0.385, -0.259, -0.063], [0.168, 0.059, -0.931], [-0.392, -0.774, 0.077], [0.317, 0.212, -0.130], [0.202, -0.404, -0.451], [0.116, -0.609, 1.238], [0.570, -0.025, -0.153], [-0.240, -0.969, 0.455], [-0.797, 0.349, 1.092], [0.739, -0.304, -1.285], [0.302, 0.261, -0.204], [-0.498, 1.528, -0.772], [1.530, -1.397, 0.095], [0.836, -0.370, -0.794], [-0.628, 0.705, -0.244], [-0.040, -0.298, 0.861], [-0.367, -0.540, -0.057], [-1.127, 1.293, 0.276], [0.368, 0.029, -0.211], [0.939, 0.125, -1.698], [-0.026, -0.851, -0.552], [0.104, 0.050, -0.667], [-0.525, 0.843, 0.136], [-0.367, 0.055, -0.237], [0.367, -0.648, -0.099], [-0.878, -0.461, 0.718], [-0.275, -0.506, 1.266], [0.985, 0.189, 0.198], [-1.171, 1.261, -0.324], [0.824, -0.246, 0.675], [-0.347, 0.564, 0.581], [-0.114, -0.227, 0.033]]}

---

# 3
{"formula": "C28H27AuN3SSi", "method": "wB97M-V/def2-TZVPD", "molar_mass_g_mol": 662.7, "spin_multiplicity": 3, "homo_lumo_gap_ev": [6.0, 5.8], "charge": 1, "e_homo_ha": [-0.339, -0.409], "species": ["C", "C", "C", "H", "C", "C", "H", "H", "H", "H", "Au", "C", "H", "H", "H", "Si", "C", "C", "H", "C", "H", "C", "H", "C", "H", "C", "H", "C", "C", "H", "C", "H", "C", "H", "C", "H", "C", "H", "H", "H", "N", "C", "C", "C", "C", "C", "C", "N", "C", "C", "C", "S", "C", "N", "H", "H", "H", "H", "H", "H", "H"], "xyz": [[1.9894, -1.9971, -0.9797], [2.4168, -0.6592, -0.6603], [2.4865, -0.5172, 0.7715], [2.6933, 0.1120, -1.3769], [2.0826, -1.7529, 1.3423], [1.7657, -2.6689, 0.2497], [1.4072, -3.6945, 0.3624], [1.8267, -2.4160, -1.9748], [2.7621, 0.3836, 1.3160], [1.9856, -1.9719, 2.4106], [0.1659, -0.7849, 0.1305], [-2.4349, 5.2944, -0.5999], [-2.3889, 4.8797, 0.4155], [-1.5310, 5.8874, -0.7999], [-2.5154, 4.4825, -1.3339], [-0.2711, 1.4204, -0.7794], [-0.5445, 1.4284, -2.6384], [0.4125, 0.8844, -3.5100], [1.3263, 0.4389, -3.1098], [0.2095, 0.8865, -4.8996], [0.9702, 0.4604, -5.5596], [-0.9625, 1.4216, -5.4453], [-1.1267, 1.4114, -6.5256], [-1.9219, 1.9710, -4.5862], [-2.8412, 2.3937, -5.0021], [-1.7114, 1.9830, -3.1995], [-2.4713, 2.4257, -2.5496], [1.1388, 2.5886, -0.4335], [1.6898, 3.3952, -1.4465], [1.2600, 3.3792, -2.4509], [2.8018, 4.2123, -1.1979], [3.2224, 4.8161, -2.0065], [3.3735, 4.2676, 0.0773], [4.2365, 4.9086, 0.2729], [2.8190, 3.4915, 1.1015], [3.2510, 3.5272, 2.1056], [1.7142, 2.6686, 0.8483], [1.3165, 2.0570, 1.6629], [-1.4610, 2.0965, -0.2553], [-3.3190, 5.9470, -0.6838], [-2.0951, -3.4533, 2.9058], [-1.0073, -4.2362, 3.1795], [-0.9832, -5.3098, 4.0109], [0.2441, -5.9541, 4.1672], [1.3628, -5.4801, 3.4984], [1.3305, -4.3727, 2.6509], [0.1021, -3.7289, 2.4646], [-0.3822, -2.6717, 1.7725], [-1.6785, -2.5020, 2.0502], [-2.5028, -1.5487, 1.4792], [-3.8476, -1.4328, 1.6797], [-4.4032, -0.2097, 0.6287], [-2.8386, 0.0185, -0.0158], [-1.9136, -0.7254, 0.5489], [-3.0342, -3.5694, 3.2629], [-1.8967, -5.6120, 4.5056], [0.2962, -6.8120, 4.8168], [2.3160, -5.9809, 3.6359], [2.2550, -4.0822, 2.1954], [-4.4359, -2.0319, 2.3621], [-2.7103, 0.6376, -0.8615]], "forces_ev_per_a": [[-0.151, -1.253, 1.087], [1.341, 0.255, 0.758], [0.204, -0.108, -0.701], [-0.090, -0.194, 0.278], [0.510, 0.640, -0.003], [0.701, -0.235, -2.038], [0.299, 0.633, -0.296], [0.154, 0.213, 0.441], [0.006, -0.403, -0.288], [0.202, 0.243, -0.649], [-0.713, 0.726, 0.337], [-0.132, 0.197, 0.000], [0.022, 0.099, -0.303], [-0.296, -0.255, 0.071], [0.065, 0.225, 0.205], [0.863, 1.218, -0.702], [-0.247, -0.213, -0.251], [-0.294, -0.044, -0.574], [-0.228, 0.147, -0.151], [0.059, -0.008, 0.244], [-0.258, 0.146, 0.239], [0.026, 0.045, 0.472], [0.064, 0.011, 0.396], [0.065, 0.001, 0.060], [0.335, -0.126, 0.177], [0.133, -0.253, -0.335], [0.205, -0.086, -0.189], [0.699, 0.307, 0.157], [0.312, 0.018, 0.136], [0.148, -0.011, 0.298], [-0.101, 0.024, 0.111], [-0.173, -0.202, 0.265], [-0.327, -0.253, -0.116], [-0.295, -0.243, -0.078], [-0.164, -0.009, -0.001], [-0.162, 0.000, -0.335], [0.368, 0.250, -0.139], [0.038, 0.213, -0.190], [-0.291, 0.023, 0.359], [0.365, -0.274, 0.030], [-0.277, 0.325, -0.128], [0.062, -0.183, 0.192], [0.644, -1.115, 0.662], [-1.090, 0.207, 0.130], [0.470, 0.376, -0.384], [-0.098, -0.639, 0.492], [-1.337, -1.091, 1.344], [-1.126, 2.130, -0.945], [2.848, -2.540, 1.120], [-0.924, 1.137, -0.688], [0.775, 0.421, -0.435], [-0.241, 0.033, -0.171], [-0.722, -1.176, 1.027], [-2.890, 0.032, -0.319], [0.335, -0.092, -0.020], [0.139, -0.237, 0.152], [0.170, -0.114, 0.044], [-0.126, 0.044, 0.001], [0.125, 0.088, -0.122], [-0.192, 0.384, -0.194], [0.197, 0.550, -0.543]]}